[1]
C39H45P3PtS2 | ωB97M-V/def2-TZVPD

Summary:
- HOMO level: -7.48 eV
- Energy relative to the best compared isomer or geometry (same formula, charge and spin): 0.407 eV

Element x y z (Å)
Pt  0.1511  0.1205  0.3100
C  -0.9766  -5.2517  -3.7051
C  -0.4767  -3.9884  -3.9988
C  -0.2870  -3.0680  -2.9815
C  -0.5839  -3.4044  -1.6616
C  -1.0904  -4.6675  -1.3705
C  -1.2836  -5.5865  -2.3954
P  -0.2113  -2.1994  -0.3591
C  -0.9280  -2.8545  1.1750
C  -0.1491  -3.4281  2.1746
C  -0.7514  -3.9503  3.3107
C  -2.1288  -3.8962  3.4592
C  -2.9099  -3.3059  2.4753
C  -2.3106  -2.7853  1.3390
C  1.5556  -2.2773  -0.0752
C  2.5141  -3.2666  -0.2254
C  3.8203  -2.9591  0.1278
C  4.1249  -1.6812  0.5924
C  3.1500  -0.6949  0.7325
C  1.8301  -0.9946  0.3898
H  -1.1222  -5.9733  -4.4979
H  -0.2383  -3.7205  -5.0196
H  0.1090  -2.0845  -3.2103
H  -1.3221  -4.9400  -0.3492
H  -1.6759  -6.5686  -2.1649
H  0.9278  -3.4631  2.0711
H  -0.1366  -4.3908  4.0836
H  -2.5931  -4.2971  4.3510
H  -3.9829  -3.2425  2.5976
H  -2.9256  -2.3250  0.5732
H  2.2493  -4.2487  -0.6018
H  4.6006  -3.7026  0.0328
H  5.1515  -1.4466  0.8487
H  3.4291  0.2861  1.0876
S  -1.8248  0.1123  3.8011
P  0.0543  0.6029  3.8192
S  1.0509  1.1394  2.0695
C  1.0579  -0.7222  4.5743
C  0.4488  -1.5920  5.4754
C  1.1858  -2.5945  6.0897
C  2.5365  -2.7404  5.8058
C  3.1469  -1.8839  4.9004
C  2.4112  -0.8803  4.2864
C  0.4092  2.0529  4.8654
C  1.6539  2.6843  4.8500
C  1.8961  3.7719  5.6720
C  0.8975  4.2417  6.5178
C  -0.3408  3.6219  6.5338
C  -0.5855  2.5288  5.7103
H  -0.6085  -1.4823  5.6777
H  0.7015  -3.2712  6.7824
H  3.1122  -3.5208  6.2866
H  4.1961  -2.0033  4.6626
H  2.8839  -0.2351  3.5567
H  2.4341  2.3300  4.1882
H  2.8639  4.2554  5.6522
H  1.0888  5.0874  7.1656
H  -1.1243  3.9877  7.1845
H  -1.5506  2.0393  5.7093
C  -2.5145  3.3178  -2.6440
C  -2.1440  2.0014  -1.9560
C  -1.4620  1.0709  -2.9670
P  -1.1678  2.0874  -0.3959
C  -2.4141  2.5494  0.9002
C  -3.2127  1.2954  1.2520
C  -3.4291  3.6616  0.6038
C  0.1106  3.4110  -0.4582
C  -0.3167  4.8688  -0.6246
C  1.1896  3.0583  -1.4851
H  -3.3166  3.1409  -3.3639
H  -1.6593  3.7019  -3.2039
H  -2.8450  4.0958  -1.9627
H  -3.0572  1.5000  -1.6156
H  -0.5507  1.5237  -3.3620
H  -2.1257  0.8760  -3.8126
H  -1.1962  0.1147  -2.5148
H  -1.7948  2.8422  1.7578
H  -3.8597  1.0111  0.4159
H  -3.8437  1.4970  2.1189
H  -2.5836  0.4429  1.5047
H  -4.0744  3.3933  -0.2328
H  -2.9846  4.6312  0.3907
H  -4.0743  3.7891  1.4756
H  0.5481  3.3037  0.5433
H  -0.6564  5.0874  -1.6362
H  0.5440  5.5113  -0.4240
H  -1.0985  5.1599  0.0718
H  0.8277  3.2104  -2.5044
H  1.5253  2.0224  -1.3957
H  2.0578  3.7049  -1.3448

Mulliken population analysis, charges in e, atoms 1 to 2:
1 Pt 2.58
2 C -0.51

=====

[2]
C16H36Hg3N2O12 | ωB97M-V/def2-TZVPD

Summary:
- Charge: +2
- HOMO level: -13.03 eV

Element x y z (Å)
Hg  3.0131  -0.4608  -2.8715
Hg  2.8604  -0.2501  1.1285
Hg  5.3195  1.8872  -1.2000
C  2.5479  1.7516  -1.1763
O  3.2076  1.7702  -2.3128
O  1.8753  0.6657  -0.9574
O  3.2828  2.2028  -0.1606
C  4.8374  -0.8323  -0.7377
O  5.0449  -0.0445  0.2738
O  5.2330  -0.3870  -1.9158
O  3.6757  -1.4222  -0.7550
C  1.5210  1.0845  3.4681
C  2.6911  2.0302  3.3281
O  3.7686  1.2761  2.7394
O  1.0466  0.8361  2.1106
H  0.7713  1.5030  4.1328
H  1.8463  0.1013  3.8096
H  3.0542  2.4065  4.2857
H  2.3879  2.8774  2.7095
H  4.4953  1.8837  2.5580
H  0.3504  1.4743  1.9155
C  -1.4697  -2.8396  0.5702
O  -0.4554  -2.4302  -0.3469
C  -0.6793  -2.9686  -1.6300
C  0.5637  -2.7398  -2.4707
N  0.8139  -1.2944  -2.8280
C  -0.0924  -0.7339  -3.8392
C  0.2754  0.6948  -4.1635
O  1.6316  0.7138  -4.5722
C  2.0063  1.9345  -5.1586
H  -2.4850  -2.5500  0.2734
H  -1.2644  -2.2323  1.4505
H  -1.4654  -3.9184  0.7321
H  -1.4844  -2.4583  -2.1734
H  -0.8674  -4.0414  -1.5404
H  0.5509  -3.3570  -3.3672
H  1.4606  -2.9494  -1.8835
H  0.6156  -0.8995  -1.9042
H  -1.0983  -0.7312  -3.4082
H  -0.1007  -1.3816  -4.7137
H  0.0644  1.3981  -3.3516
H  -0.4042  0.9638  -4.9812
H  3.0021  1.9616  -5.5949
H  1.9665  2.7673  -4.4419
H  1.3385  2.2923  -5.9512
C  -2.4120  -2.9269  4.2623
O  -1.8255  -1.7293  3.7807
C  -2.7073  -0.6181  3.7866
C  -2.0009  0.5133  3.0780
N  -2.8655  1.3332  2.1947
C  -3.6407  0.6050  1.1980
C  -4.0392  1.5187  0.0130
O  -3.2201  1.4719  -1.1315
C  -1.8907  1.9632  -1.0089
H  -1.8233  -3.7638  3.8866
H  -3.4505  -3.0144  3.9396
H  -2.3190  -2.9895  5.3513
H  -2.8879  -0.4034  4.8452
H  -3.6545  -0.8176  3.2776
H  -1.2783  0.1589  2.3257
H  -1.4042  1.1562  3.7283
H  -2.2719  2.0148  1.7521
H  -4.6037  0.2920  1.6065
H  -3.0863  -0.2909  0.8853
H  -4.1402  2.5195  0.4542
H  -5.0306  1.1979  -0.2982
H  -1.1961  1.1663  -1.2861
H  -1.6985  2.3042  0.0043
H  -1.8063  2.7846  -1.7231

Mulliken population analysis, charges in e, atoms 1 to 2:
1 Hg 1.46
2 Hg 1.51

=====

[3]
C2H4ClOP | ωB97M-V/def2-TZVPD

Summary:
- HOMO level (spin up / spin down): -7.64 / -7.12 eV
- Structure (SMILES): CO/C=P/Cl
- Energy relative to the best compared isomer or geometry (same formula, charge and spin): 3.977 eV

Element x y z (Å)
C  0.4907  -0.1278  0.1106
O  -0.2228  0.0394  1.3698
C  -1.3081  0.7764  1.3262
P  -2.8384  0.6768  2.9951
Cl  -4.1449  1.9210  2.1757
H  1.4322  -0.6339  0.2189
H  0.4977  0.9155  -0.2173
H  -0.1394  -0.6217  -0.6001
H  -1.5867  1.3501  0.4151

Mulliken population analysis, charges in e, atoms 1 to 2:
1 C -0.64
2 O -0.28

=====

[4]
C5H10O5Tl | ωB97M-V/def2-TZVPD

Summary:
- HOMO level (spin up / spin down): -7.05 / -9.56 eV
- Multiplicity: 2
- ⟨S²⟩: 0.764
- Energy relative to the best compared isomer or geometry (same formula, charge and spin): 1.758 eV

Element x y z (Å)
C  0.8743  -0.0077  -1.1461
C  1.9476  -0.0923  -0.0974
O  1.6927  -1.2215  0.7289
C  2.5704  -1.4947  1.7070
O  2.3726  -2.5538  2.3527
O  3.5874  -0.7747  1.8678
O  1.1378  1.0563  -1.9805
Tl  4.3706  -2.3097  3.8864
H  -0.7552  0.0072  -0.7157
H  1.9624  0.8300  0.5061
H  2.9380  -0.1986  -0.5649
H  0.6408  0.9834  -2.8211
H  0.6656  -0.9627  -1.6513
C  -2.2547  -0.0641  -0.3670
C  -3.2124  1.0812  -0.4841
O  -2.9821  1.9938  0.5857
H  -2.5216  -0.9011  -1.0206
H  -2.1838  -0.4684  0.6500
H  -4.2553  0.7191  -0.4362
H  -3.0897  1.5887  -1.4565
H  -3.5055  2.7896  0.4569

Mulliken population analysis, charges in e, atoms 1 to 2:
1 C -0.42
2 C -0.33

=====

[5]
C16H26CoN8P | ωB97M-V/def2-TZVPD

Summary:
- Charge: +3
- HOMO level (spin up / spin down): -17.16 / -17.16 eV
- Multiplicity: 2
- ⟨S²⟩: 0.757

Element x y z (Å)
Co  -0.3744  -0.0210  0.6075
C  -1.9006  2.6624  -3.7895
N  -1.7385  2.4124  -2.3588
C  -2.1870  3.2263  -1.3643
C  -1.8314  2.6375  -0.1841
N  -1.1771  1.4693  -0.4564
C  -1.1297  1.3521  -1.7868
P  -0.3530  -0.0208  -2.7179
C  1.2094  -0.0195  -1.7552
N  1.3159  -0.0182  -0.4216
C  2.6485  -0.0184  -0.1226
C  3.3546  -0.0180  -1.2895
N  2.4414  -0.0195  -2.3013
C  2.7657  -0.0198  -3.7269
C  -1.1230  -1.3944  -1.7831
N  -1.1628  -1.5117  -0.4523
C  -1.8117  -2.6813  -0.1742
C  -2.1734  -3.2707  -1.3520
N  -1.7326  -2.4565  -2.3501
C  -1.9025  -2.7080  -3.7797
H  -2.4406  3.5936  -3.9277
H  -2.4664  1.8594  -4.2575
H  -0.9309  2.7470  -4.2760
H  -2.7148  4.1467  -1.5500
H  -2.0252  2.9829  0.8172
H  3.0293  -0.0169  0.8843
H  4.4188  -0.0176  -1.4552
H  3.8448  -0.0220  -3.8423
H  2.3641  0.8674  -4.2121
H  2.3605  -0.9051  -4.2125
H  -1.9966  -3.0270  0.8286
H  -2.7002  -4.1924  -1.5338
H  -2.4414  -3.6404  -3.9141
H  -0.9353  -2.7912  -4.2713
H  -2.4727  -1.9065  -4.2449
N  1.5049  0.0940  5.2021
C  0.6808  1.2766  4.7895
C  0.4496  1.2468  3.2793
N  -0.1789  -0.0120  2.8045
C  0.5940  -1.1852  3.2842
C  0.8287  -1.1808  4.7943
H  1.6701  0.1057  6.2123
H  2.4281  0.1492  4.7649
H  1.1945  2.1949  5.0702
H  -0.2587  1.2272  5.3397
H  1.3998  1.3769  2.7535
H  -0.1847  2.0928  3.0195
H  -1.1162  -0.0673  3.2018
H  1.5523  -1.2047  2.7579
H  0.0640  -2.1015  3.0289
H  1.4496  -2.0296  5.0773
H  -0.1091  -1.2430  5.3461

Mulliken population analysis, charges in e, atoms 1 to 2:
1 Co -0.26
2 C -0.75

=====

[6]
C24H43BBr14O | ωB97M-V/def2-TZVPD

Summary:
- HOMO level: -8.81 eV
- Structure (SMILES): BC[C@@H](C)OCc1ccccc1.BrCCBr.BrCCBr.BrCCBr.BrCCBr.BrCCBr.BrCCBr.BrCCBr
- Energy relative to the best compared isomer or geometry (same formula, charge and spin): 0.000 eV

Element x y z (Å)
B  0.9615  2.6487  1.1635
C  1.4826  1.1515  1.2702
C  0.6273  0.3189  0.2780
C  0.5016  -1.1053  0.8357
O  -0.5985  1.0343  0.1850
C  -1.5570  0.4414  -0.6751
C  -2.8000  0.0897  0.1304
C  -3.2539  1.0507  1.0340
C  -4.3546  0.8409  1.8608
C  -5.0117  -0.3933  1.7327
C  -4.5624  -1.3418  0.8324
C  -3.4554  -1.1226  0.0188
H  0.1862  3.0622  1.9681
H  1.3071  3.3397  0.2571
H  1.1947  0.8175  2.2690
H  2.5517  1.0563  1.0870
H  1.1975  0.3215  -0.6603
H  -0.4518  -1.5975  0.6307
H  1.2672  -1.7232  0.3456
H  0.6877  -1.1775  1.9062
H  -1.8715  1.1378  -1.4607
H  -1.1696  -0.4418  -1.1892
H  -2.7194  1.9891  1.1235
H  -4.6089  1.6359  2.5382
H  -5.8549  -0.6037  2.3677
H  -5.0751  -2.2947  0.7694
H  -3.1068  -1.8785  -0.6754
Br  -6.1306  -4.6272  -0.2237
C  -8.0626  -4.5966  -0.0071
C  -8.4881  -3.5586  0.9977
Br  -8.1325  -4.1317  2.8229
H  -8.3648  -5.6022  0.2670
H  -8.4596  -4.3557  -0.9909
H  -9.5636  -3.4020  0.9505
H  -7.9788  -2.6094  0.8622
Br  -5.7513  0.6958  4.4947
C  -6.6256  0.7473  6.2335
C  -8.0567  0.2872  6.1491
Br  -9.2032  1.6459  5.3574
H  -6.5304  1.7623  6.6059
H  -6.0484  0.0753  6.8656
H  -8.4621  0.1147  7.1438
H  -8.1747  -0.6111  5.5510
Br  3.4657  2.9020  -1.7225
C  2.5286  4.0746  -2.9573
C  1.1483  3.5518  -3.2516
Br  1.2041  2.0300  -4.4635
H  3.1506  4.1635  -3.8433
H  2.4743  5.0396  -2.4573
H  0.5562  4.3081  -3.7625
H  0.6244  3.2243  -2.3581
Br  6.3565  1.2700  -4.4336
C  7.7140  2.6018  -4.0305
C  7.0905  3.9205  -3.6572
Br  6.3966  4.8579  -5.2144
H  8.3611  2.6650  -4.8994
H  8.2772  2.1989  -3.1912
H  7.8364  4.5869  -3.2291
H  6.2623  3.8102  -2.9630
Br  3.9737  -1.6157  0.9753
C  5.3329  -1.1026  -0.3203
C  4.7545  -1.0157  -1.7064
Br  4.4539  -2.7823  -2.4642
H  6.1348  -1.8299  -0.2436
H  5.6964  -0.1311  0.0092
H  5.4478  -0.5322  -2.3899
H  3.8010  -0.4961  -1.7406
Br  0.8899  -2.9005  -5.5508
C  2.4532  -3.6031  -6.4722
C  3.6742  -2.7649  -6.2083
Br  3.6357  -1.0970  -7.2112
H  2.1992  -3.6585  -7.5260
H  2.5907  -4.6085  -6.0795
H  4.5721  -3.2797  -6.5444
H  3.7813  -2.4973  -5.1631
Br  1.3881  -1.3041  5.0171
C  3.2423  -0.7282  4.8944
C  3.4728  0.5209  5.7046
Br  2.7239  2.0798  4.8135
H  3.4611  -0.5937  3.8392
H  3.8344  -1.5546  5.2825
H  4.5372  0.7229  5.8058
H  3.0215  0.4764  6.6905

Mulliken population analysis, charges in e, atoms 1 to 2:
1 B 0.30
2 C -0.47

=====

[7]
C3H4N2OS | ωB97M-V/def2-TZVPD

Summary:
- HOMO level: -9.41 eV
- Structure (SMILES): [H]/N=C(/C=S)NC=O
- Energy relative to the best compared isomer or geometry (same formula, charge and spin): 1.582 eV

Element x y z (Å)
H  0.6482  2.7781  -0.1124
N  -0.1971  2.3022  0.1211
C  -0.2106  1.0591  -0.1116
C  -1.4857  0.3648  0.1375
S  -1.7560  -1.2013  -0.0431
N  0.9220  0.2281  -0.4320
C  1.7454  -0.4358  0.4191
O  2.7016  -1.0310  -0.0400
H  -2.2512  1.0359  0.5052
H  1.2366  0.3988  -1.3768
H  1.4807  -0.3856  1.4995

Mulliken population analysis, charges in e, atoms 1 to 2:
1 H 0.28
2 N -0.56

=====

[8]
C5H7N | ωB97M-V/def2-TZVPD

Summary:
- HOMO level: -8.05 eV
- Energy relative to the best compared isomer or geometry (same formula, charge and spin): 4.925 eV

Element x y z (Å)
C  1.1458  -0.5204  -0.1506
C  0.6606  0.2383  1.0803
C  0.0568  1.3534  -0.2665
C  -0.0986  -0.0140  -0.9074
C  -1.2258  -0.4800  0.0044
N  -0.7024  0.2303  1.2058
H  1.2277  -1.6067  -0.0312
H  2.0765  -0.1113  -0.5539
H  1.2639  0.5493  1.9405
H  -0.7048  2.1274  -0.2552
H  -0.1645  -0.1372  -1.9894
H  -1.3300  -1.5613  0.1764
H  -2.2052  -0.0675  -0.2533

Mulliken population analysis, charges in e, atoms 1 to 2:
1 C -0.54
2 C 0.01